37
Properties=species:S:1:pos:R:3 method="wB97M-V/def2-TZVPD" total_charge=+2 s2=0.779 relative_energy_kcal_mol=0.00 energy_ev=-95140.0207 homo_lumo_gap_ev="6.426 / 5.298" spin_multiplicity=2 e_lumo_ha="-0.3294 / -0.3702"
W -0.05228 -0.47080 0.77604
S 1.15872 -1.42178 2.69930
Sb -1.18381 -1.92119 3.13887
S -1.61547 0.37377 2.31022
S -1.27339 -2.53397 0.74980
S -0.84591 -0.34149 -1.58443
C -0.94086 1.37438 -1.43491
S -0.30878 1.99919 0.02813
C -1.50693 2.18908 -2.43197
C -1.56649 3.59331 -2.27015
N -1.63584 4.73524 -2.11885
C -2.03718 1.63778 -3.62158
N -2.45119 1.17460 -4.59384
O 1.72004 -0.00931 0.27098
S 2.61525 0.44066 -0.97128
C 4.27370 0.23063 -0.40083
C 5.17621 1.22030 -0.77272
C 6.49828 1.08771 -0.37964
C 6.88904 -0.00211 0.38652
C 5.96257 -0.96981 0.76795
C 4.64344 -0.86633 0.36853
C 2.43842 -0.99930 -2.04122
C 1.97136 -2.21930 -1.56720
C 1.82046 -3.26917 -2.45837
C 2.14210 -3.09792 -3.79974
C 2.62591 -1.88042 -4.25325
C 2.77724 -0.81877 -3.37247
H 4.85975 2.07340 -1.36097
H 7.21807 1.84264 -0.66350
H 7.92060 -0.09515 0.69751
H 6.27324 -1.80917 1.37458
H 3.92124 -1.61831 0.66231
H 1.79490 -2.39449 -0.51382
H 1.46818 -4.22864 -2.10341
H 2.02638 -3.92397 -4.48794
H 2.88735 -1.75278 -5.29464
H 3.15881 0.13457 -3.71997

***

36
Properties=species:S:1:pos:R:3 method="wB97M-V/def2-TZVPD" total_charge=-1 energy_ev=-55032.1766 homo_lumo_gap_ev=4.387 e_lumo_ha=0.0066
N -1.20247 -2.70854 1.54647
C -0.24465 -2.03856 1.50497
C 0.96000 -1.29175 1.47916
C 0.92308 0.07715 1.36558
C -0.19680 0.76642 1.89236
N -1.08723 1.30311 2.44475
C 2.16882 0.82528 1.13180
O 2.15645 1.93404 0.61250
C 3.43949 0.08688 1.46483
Cl 4.85160 1.03137 1.49861
C 3.46107 -1.25872 1.69140
Cl 4.87457 -2.08929 2.10849
C 2.20481 -2.06911 1.61580
O 2.16570 -3.29601 1.66983
C -4.00108 -1.31628 0.76508
C -3.46901 0.05686 0.48115
O -2.17669 -0.07505 -0.15522
C -1.69704 1.15128 -0.50115
C -0.34731 1.04577 -1.05300
C 0.23923 2.21888 -1.70020
O 0.11277 3.40366 -1.46654
C 1.17124 1.67883 -2.82291
C 1.39485 0.21776 -2.45269
C 0.17761 -0.20935 -1.60400
O -2.33424 2.17820 -0.39083
H -4.92408 -1.21422 1.33831
H -4.24136 -1.84394 -0.16458
H -3.28721 -1.91731 1.33355
H -4.16973 0.59237 -0.17990
H -3.31928 0.65299 1.39448
H 0.64421 1.76575 -3.78804
H 2.08988 2.26693 -2.88307
H 1.49780 -0.41654 -3.33446
H 2.29086 0.11777 -1.82534
H 0.45523 -0.90277 -0.80121
H -0.58106 -0.72385 -2.21600

***

49
Properties=species:S:1:pos:R:3 method="wB97M-V/def2-TZVPD" total_charge=+1 s2=6.014 relative_energy_kcal_mol=15.15 energy_ev=-82817.1851 homo_lumo_gap_ev="8.521 / 7.256" spin_multiplicity=5 e_lumo_ha="-0.1435 / -0.1929"
Os 1.23550 1.46061 1.69572
F 3.61875 4.35975 -1.38214
C 2.66461 3.66147 -0.81912
F 3.13383 2.43029 -0.53828
F 1.63518 3.53420 -1.64545
S 2.09234 4.45021 0.77890
O 1.08207 3.47929 1.30283
O 1.58725 5.72261 0.45037
N 3.36986 4.42545 1.67235
S 3.39173 3.47036 2.93287
O 2.70162 3.92992 4.08393
O 3.08750 2.06458 2.54304
C 5.21794 3.41002 3.26546
F 5.83375 3.04467 2.15334
F 5.41872 2.52058 4.21980
F 5.61963 4.60041 3.65047
C -1.74495 -5.01092 -0.76446
C -2.50925 -3.76940 -1.19979
C -2.78383 -3.78898 -2.69812
C -3.66709 -2.61128 -3.08075
C -3.06639 -1.32607 -2.58252
C -3.37928 -0.13285 -3.19289
C -2.81730 1.06211 -2.74757
F -3.15868 2.19506 -3.35831
C -1.92380 1.09619 -1.71412
C -1.58185 -0.10543 -1.08093
C -0.63658 -0.08988 0.00505
O -0.17052 1.06221 0.38081
C -0.29078 -1.31907 0.56912
C -0.90878 -2.47034 0.11380
N -1.81028 -2.49966 -0.85185
C -2.15999 -1.32264 -1.50229
C 0.72716 -1.51239 1.66463
O 0.93371 -2.60868 2.10684
O 1.35610 -0.43312 2.09149
H -2.27143 -5.88040 -1.15227
H -1.69645 -5.12104 0.31767
H -0.73528 -5.01576 -1.17833
H -3.47076 -3.73763 -0.67777
H -3.27918 -4.72717 -2.94117
H -1.83933 -3.75052 -3.24721
H -4.66226 -2.74221 -2.64573
H -3.79991 -2.55607 -4.16064
H -4.06241 -0.11127 -4.03228
H -1.46975 2.02327 -1.39598
H -0.63137 -3.39623 0.59359
O 2.87634 0.09801 4.67937
N 1.88526 0.65816 4.96396
O 1.05866 1.27957 4.35456

***

33
Properties=species:S:1:pos:R:3 method="wB97M-V/def2-TZVPD" total_charge=-1 s2=0.775 relative_energy_kcal_mol=21.84 energy_ev=-39093.2882 homo_lumo_gap_ev="1.247 / 4.126" spin_multiplicity=2 e_lumo_ha="0.0013 / 0.0134"
O 0.18207 4.24802 2.67057
N -0.54106 3.97178 1.68867
O -0.97390 4.83998 0.89385
C -0.90417 2.61134 1.47003
C -1.75917 2.29308 0.39323
C -2.26381 1.00851 0.28945
C -1.93785 0.03552 1.26292
N -2.50949 -1.23302 1.18352
C -2.88742 -1.96932 2.10862
S -3.42574 -2.71826 3.36158
C -1.03876 0.35598 2.30157
C -0.49956 1.63031 2.39573
H -2.02037 3.06999 -0.32124
H -2.95137 0.72192 -0.50820
H -0.79307 -0.40697 3.04115
H 0.20187 1.89464 3.18304
C -1.75593 -5.27760 -0.25116
Na -6.10454 -5.85307 -2.65133
C -2.31114 -4.39394 0.71473
C -3.37514 -3.68155 0.12512
C -3.49235 -4.10090 -1.25146
C -2.51729 -5.14574 -1.46241
C -2.49704 -5.82086 -2.68767
C -3.32477 -5.39224 -3.72277
C -4.15207 -4.26800 -3.56476
C -4.30115 -3.66767 -2.30869
H -0.93414 -5.97630 -0.11523
H -1.95137 -4.31561 1.73778
H -4.12483 -3.02401 0.55505
H -1.81922 -6.67177 -2.80748
H -3.27184 -5.88342 -4.69910
H -4.65199 -3.84074 -4.44209
H -4.94583 -2.79579 -2.15746

***

55
Properties=species:S:1:pos:R:3 method="wB97M-V/def2-TZVPD" energy_ev=-1596579.0002 homo_lumo_gap_ev=8.215 e_lumo_ha=-0.0301
C -0.69676 1.30998 -0.83231
C 0.27622 0.44713 -0.11132
Cl 1.75363 1.22538 0.38214
C 0.12914 -0.84495 0.17197
Cl -1.29005 -1.69400 -0.32012
C 1.15654 -1.59421 0.92072
C 2.29397 -2.02234 0.33051
C 3.27435 -2.68525 1.10817
Br 4.87819 -3.20761 0.23276
C 3.12032 -2.94542 2.42950
C 1.93143 -2.50168 3.05823
N 1.58133 -2.61837 4.34073
S 0.16745 -1.92001 4.52520
N -0.12522 -1.42408 3.00347
C 0.93457 -1.82131 2.31611
H -0.80299 2.25665 -0.31786
H -0.27576 1.51921 -1.81253
H -1.66126 0.83810 -0.94794
H 2.43923 -1.83708 -0.71955
H 3.85920 -3.46952 3.01171
C -3.36143 -0.57756 -3.79376
Br -4.39595 -2.11269 -4.32666
Br -1.93398 -0.23184 -5.03711
Br -4.47217 0.97087 -3.53098
H -2.90486 -0.80703 -2.84269
C -1.88729 4.56782 2.49330
Br -1.40562 5.37111 4.17573
Br -0.57814 3.27644 1.92240
Br -3.65594 3.80665 2.54391
H -1.90144 5.35495 1.75413
C 8.71954 -1.44340 -0.54304
Br 8.49087 -0.08863 -1.88896
Br 7.89815 -0.94346 1.12251
Br 8.09768 -3.15702 -1.17245
H 9.77943 -1.53121 -0.35770
C 1.21612 6.50690 7.27983
Br 1.40444 4.60967 7.03042
Br 2.50894 7.49240 6.25226
Br -0.57955 7.09514 6.90512
H 1.40792 6.71464 8.32176
C 3.85608 3.08130 -2.68348
Br 4.86718 1.71409 -1.78405
Br 2.16084 2.41166 -3.30666
Br 3.64809 4.64966 -1.58970
H 4.41846 3.37299 -3.55758
C -7.97065 -3.90340 -6.37381
Br -7.52939 -4.23198 -8.21701
Br -6.94606 -5.02200 -5.18640
Br -7.80280 -2.03903 -5.93343
H -9.00743 -4.17442 -6.24249
C -4.94940 -3.51850 -0.54294
Br -3.92704 -4.82251 0.43478
Br -6.62383 -4.23675 -1.15373
Br -5.20747 -1.90842 0.47971
H -4.37684 -3.25703 -1.42082

***

37
Properties=species:S:1:pos:R:3 method="wB97M-V/def2-TZVPD" total_charge=+2 s2=2.004 energy_ev=-169044.7277 homo_lumo_gap_ev="8.437 / 7.063" spin_multiplicity=3 e_lumo_ha="-0.2359 / -0.2853"
Pt 0.15968 -0.27576 -0.22213
N 0.30744 -3.83858 -2.46454
C -1.00516 -4.03617 -2.12213
C -1.36256 -2.97501 -1.34385
N -0.28074 -2.14966 -1.21909
C 0.72000 -2.69024 -1.90498
C 1.97080 -1.96966 -1.90346
N 2.00352 -0.83310 -1.21671
C 3.26047 -0.31117 -1.33845
C 4.00065 -1.15162 -2.11622
N 3.17223 -2.18786 -2.46108
H 0.84052 -4.47105 -3.04130
H -1.57498 -4.88981 -2.44524
H -2.30933 -2.76285 -0.87894
H 3.55046 0.61420 -0.87261
H 5.02543 -1.08624 -2.43759
H 3.45306 -2.96556 -3.03811
Br -0.93480 1.63087 6.19221
C -0.62059 1.08026 4.43181
C 0.06087 -0.10295 4.17253
C 0.26491 -0.45865 2.85609
N -0.16641 0.28909 1.83733
C -0.82802 1.43628 2.07720
C -1.07022 1.85838 3.36988
C -1.25450 2.17372 0.87134
C -1.94613 3.36904 0.89804
C -2.29796 3.97478 -0.30386
Br -3.23790 5.59258 -0.29448
C -1.94755 3.36818 -1.50418
C -1.25712 2.17584 -1.45069
N -0.92026 1.59470 -0.29669
H 0.42173 -0.72776 4.97623
H 0.78993 -1.36958 2.60210
H -1.59995 2.77805 3.56946
H -2.21800 3.83878 1.83167
H -2.20735 3.81449 -2.45279
H -0.96216 1.66405 -2.35680